14
Properties=species:S:1:pos:R:3:forces:R:3:nbo_charge:R:1 method="wB97M-V/def2-TZVPD" smiles="CC(=O)NCN" gap_ev=10.250 e_lumo_ev=0.8 e_tot_ha=-303.87057
H -0.608 2.625 -0.660 0.0 -0.1 0.3 0.357
H -0.256 -2.966 0.934 0.3 0.2 -0.1 0.244
C -0.795 -2.044 0.724 -0.5 -0.2 0.0 -0.710
H 1.065 1.507 0.700 0.7 0.1 0.0 0.208
H 0.136 2.096 -2.004 0.1 0.1 0.0 0.351
N 0.281 2.313 -1.026 -0.4 0.5 -0.6 -0.825
O 1.086 -0.824 1.539 -0.2 0.3 0.1 -0.628
H -1.269 -2.137 -0.258 -0.1 0.0 0.2 0.205
C 0.881 1.218 -0.328 -1.2 0.4 0.2 -0.048
N -0.039 0.083 -0.193 0.1 -0.3 -0.1 -0.636
H -0.840 -0.005 -0.793 0.1 0.1 -0.2 0.390
C 0.142 -0.856 0.766 0.7 -0.8 0.0 0.667
H -1.563 -2.020 1.500 0.0 0.4 -0.1 0.236
H 1.777 1.012 -0.902 0.3 -0.6 0.4 0.189


14
Properties=species:S:1:pos:R:3:forces:R:3:nbo_charge:R:1 method="wB97M-V/def2-TZVPD" gap_ev="6.619 / 7.758" e_lumo_ev="0.7 / -2.7" spin_multiplicity=3 e_tot_ha=-303.64889
H -0.380 2.513 -0.019 0.0 -1.1 -1.1 0.241
C 1.536 -0.503 1.205 1.0 -1.0 1.4 -0.420
C 0.064 0.422 -0.506 1.0 -1.0 -1.5 0.378
C 0.246 1.854 -0.718 -1.6 2.9 1.8 -0.697
N -0.817 -0.402 -0.936 -2.9 1.8 -2.1 -0.551
H 1.024 -0.346 2.110 -1.0 0.7 0.7 0.226
H 0.139 2.223 -1.710 -0.3 0.1 -0.9 0.238
H 2.448 -0.969 1.289 1.9 -1.3 0.2 0.206
H -1.751 -1.505 0.235 0.0 -3.3 1.5 0.482
O -1.839 -2.442 0.728 -0.9 3.9 -0.2 -0.962
H -1.628 0.134 -1.512 2.2 -1.3 1.8 0.343
H 1.190 2.156 -0.338 1.1 -0.1 -0.1 0.246
N 1.181 -0.107 0.030 -1.5 0.7 -0.4 -0.191
H -1.412 -3.028 0.141 0.8 -1.0 -1.1 0.461


14
Properties=species:S:1:pos:R:3:forces:R:3:nbo_charge:R:1 method="wB97M-V/def2-TZVPD" gap_ev="7.146 / 4.959" e_lumo_ev="-5.9 / -8.1" charge=+1 spin_multiplicity=2 e_tot_ha=-303.43253
C 1.711 -1.665 0.209 0.5 -3.7 -1.4 0.302
C -1.588 1.169 0.301 -1.7 0.6 -3.4 0.329
O -0.334 0.842 0.025 -3.8 0.3 1.8 -0.490
H 1.602 0.186 -0.711 1.2 -0.8 1.4 0.396
H 3.164 -0.230 -0.049 -1.4 -0.2 -0.2 0.412
N 0.667 -2.200 0.790 0.4 2.5 -1.7 -0.728
H -2.334 0.363 0.542 1.3 0.4 0.7 0.222
N 2.130 -0.313 0.059 -0.7 0.0 -0.2 -0.873
H -0.457 -0.096 0.324 2.1 -0.8 0.0 0.551
H 2.426 -2.411 -0.365 -1.1 1.3 1.2 0.141
H 0.424 -3.186 0.509 1.2 1.3 0.5 0.391
C -2.304 2.297 -0.304 1.6 -1.8 0.7 -0.128
H -1.857 3.222 -0.567 0.4 0.7 0.0 0.233
H -3.250 2.023 -0.763 -0.2 0.1 0.6 0.244


15
Properties=species:S:1:pos:R:3:forces:R:3:nbo_charge:R:1 method="wB97M-V/def2-TZVPD" smiles=c1c[nH]cn1.O.O gap_ev=9.102 e_lumo_ev=0.4 e_tot_ha=-379.06015
C -0.136 1.038 -0.654 0.8 -2.9 2.3 -0.131
H -0.592 -2.908 -1.641 0.3 0.1 -0.1 0.463
O -0.269 -2.251 -1.013 2.7 -1.0 -2.9 -0.944
H -2.018 -2.235 1.490 1.3 3.0 -0.5 0.483
H 3.061 1.550 0.296 -1.6 -1.0 -0.3 0.213
H -1.043 2.715 0.344 0.2 0.7 0.1 0.212
N 1.199 0.443 -0.366 -1.7 0.2 -2.9 -0.553
C 1.944 1.429 0.153 0.0 2.0 1.2 0.177
O -1.621 -1.327 1.163 -1.1 -2.3 1.4 -0.972
C -0.146 2.183 0.102 2.2 -1.4 -0.8 -0.100
H 1.507 -0.327 -0.975 0.0 0.6 0.8 0.427
H -0.934 0.259 -0.910 1.2 1.7 0.1 0.238
H -0.962 -2.149 -0.442 -2.6 0.9 2.8 0.478
N 1.190 2.454 0.535 -1.1 0.0 -0.3 -0.489
H -1.182 -0.873 1.919 -0.5 -0.8 -0.7 0.499


15
Properties=species:S:1:pos:R:3:forces:R:3:nbo_charge:R:1 method="wB97M-V/def2-TZVPD" smiles=c1c[nH]cn1.O.O gap_ev=9.124 e_lumo_ev=0.5 e_tot_ha=-379.05856
C -0.738 -1.233 -0.020 3.0 0.2 1.5 -0.090
H 2.233 0.105 -0.458 0.3 -0.9 0.5 0.204
H -0.536 1.476 0.742 0.3 1.1 0.6 0.480
N 1.317 -1.426 0.957 0.6 2.1 -0.5 -0.456
C -0.025 -1.737 1.098 0.9 0.1 -2.2 -0.125
H -1.406 1.953 -2.229 -1.0 3.1 -4.1 0.464
H 0.071 0.066 -1.668 -0.5 -1.3 2.3 0.463
C 1.481 -0.593 -0.082 -4.9 -1.4 -0.5 0.110
H -1.242 2.035 -0.765 0.2 -1.3 -1.5 0.500
H -0.253 -2.452 1.896 -0.5 0.6 -0.6 0.221
O -0.292 2.435 0.874 0.3 -1.7 -0.3 -0.945
O -1.268 1.392 -1.556 0.2 -0.8 4.8 -0.964
N 0.165 -0.500 -0.766 3.2 0.1 0.6 -0.564
H 0.681 2.353 0.859 -0.5 0.3 0.0 0.481
H -1.748 -1.297 -0.236 -1.6 -0.1 -0.6 0.220


15
Properties=species:S:1:pos:R:3:forces:R:3:nbo_charge:R:1 method="wB97M-V/def2-TZVPD" gap_ev=9.629 e_lumo_ev=0.8 e_tot_ha=-378.94041
H -0.562 1.829 0.841 0.0 0.0 0.0 0.234
H 0.808 -2.221 0.304 -0.5 1.3 -0.1 0.504
H 3.171 -0.009 0.614 -0.4 -0.1 0.1 0.487
H 0.896 2.111 -0.141 -0.1 0.1 0.0 0.247
N -0.580 -0.882 0.123 0.5 0.5 -0.4 -0.527
H -2.369 0.018 0.751 -0.2 0.0 -0.1 0.184
O 1.632 -1.914 -0.121 2.4 2.9 -0.5 -0.596
H -2.222 -0.183 -1.007 0.0 0.0 0.0 0.189
C -1.988 -0.639 -0.040 -0.1 0.3 0.6 -0.431
O 2.574 0.477 0.020 0.9 -0.6 0.6 -0.549
C 0.277 0.065 -0.019 -1.9 -0.6 0.2 0.396
H -0.651 1.757 -0.921 0.0 0.0 0.0 0.237
H -2.499 -1.600 0.024 -0.1 0.2 0.0 0.205
C -0.021 1.536 -0.059 0.2 -0.1 -0.1 -0.693
N 1.535 -0.343 -0.368 -0.7 -3.6 -0.3 0.115


15
Properties=species:S:1:pos:R:3:forces:R:3:nbo_charge:R:1 method="wB97M-V/def2-TZVPD" smiles="C=N[C@H](N)O.C=O" gap_ev=10.045 e_lumo_ev=0.4 e_tot_ha=-379.04097
H -1.909 1.567 -1.234 0.1 0.1 -0.1 0.368
H 2.230 0.324 0.780 -0.1 0.0 -0.1 0.174
C -0.127 -0.679 2.428 -0.1 -0.3 -0.1 0.289
H -0.558 2.010 -2.052 -0.1 -0.1 0.0 0.361
H -0.537 0.311 2.165 0.0 -0.2 0.0 0.145
H 1.680 -0.951 -0.465 0.0 0.2 -0.1 0.154
C -0.486 0.190 -1.176 0.1 0.0 -0.2 0.364
H 0.621 -0.708 3.242 -0.1 0.0 0.0 0.118
H 0.087 -0.408 -1.910 -0.1 0.0 0.1 0.119
O -1.472 -0.559 -0.542 0.0 -0.1 0.2 -0.723
N -1.187 1.234 -1.868 0.1 0.1 0.1 -0.826
O -0.448 -1.689 1.844 0.2 0.4 0.3 -0.538
H -1.086 -1.130 0.144 -0.1 0.1 -0.1 0.496
C 1.491 0.011 0.036 0.0 0.1 -0.1 -0.064
N 0.468 0.722 -0.176 0.2 -0.2 0.1 -0.438


15
Properties=species:S:1:pos:R:3:forces:R:3:nbo_charge:R:1 method="wB97M-V/def2-TZVPD" gap_ev=4.485 e_lumo_ev=-3.9 e_tot_ha=-378.81309
C -0.019 0.133 1.397 1.8 3.0 0.6 0.638
C -1.727 -0.231 -0.628 -0.4 0.8 0.3 -0.152
H 1.186 0.253 -0.356 1.6 -0.5 -0.5 0.462
H -2.083 0.781 -0.465 -0.3 -0.1 0.2 0.206
O 1.935 -0.502 -1.620 -0.3 0.1 0.0 -1.118
H 2.884 -0.634 -1.691 0.1 0.0 0.3 0.442
H -0.065 0.358 -1.882 0.3 0.0 0.0 0.269
H -2.447 -1.036 -0.605 0.2 -0.2 0.6 0.230
C -0.515 -0.377 -1.245 -0.3 -1.0 -0.3 -0.179
O -0.550 -0.951 1.139 -1.9 -1.7 -0.3 -0.541
N -0.039 0.882 2.480 0.4 -1.0 0.2 -0.565
N 0.773 0.770 0.429 -1.2 0.2 0.7 -0.714
H 1.270 1.535 0.877 -0.1 0.2 -0.7 0.416
H -0.138 -1.379 -1.101 0.6 0.2 -1.0 0.258
H -0.464 0.399 3.271 -0.6 0.0 -0.2 0.350


15
Properties=species:S:1:pos:R:3:forces:R:3:nbo_charge:R:1 method="wB97M-V/def2-TZVPD" smiles="CC(=O)[N@@H+](N)C[O-]" gap_ev=9.503 e_lumo_ev=0.7 e_tot_ha=-379.00458
H -1.451 -1.433 1.363 0.0 0.1 0.0 0.228
H -1.265 -1.379 -0.417 0.0 0.0 0.0 0.242
C -1.534 -0.811 0.467 0.0 0.1 -0.3 -0.728
H 1.414 0.676 1.066 -0.2 -0.1 0.0 0.403
N 1.417 -1.005 -0.044 -0.3 0.2 0.1 -0.635
H 1.066 -1.709 0.600 0.0 0.0 0.0 0.355
H 1.618 1.038 -1.633 0.0 -0.1 0.0 0.139
O -0.942 1.360 1.335 0.2 -0.3 -0.6 -0.564
H 0.761 2.246 -0.600 0.0 -0.1 0.2 0.137
H 1.040 -1.219 -0.966 0.0 0.1 0.0 0.375
C -0.698 0.422 0.631 0.6 -0.2 0.8 0.763
C 0.717 1.227 -1.026 -0.5 -0.4 0.1 0.172
O -0.442 0.803 -1.458 0.3 0.2 -0.1 -0.793
N 0.865 0.262 0.311 -0.2 0.5 -0.3 -0.358
H -2.566 -0.478 0.371 0.0 0.0 0.0 0.262


15
Properties=species:S:1:pos:R:3:forces:R:3:nbo_charge:R:1 method="wB97M-V/def2-TZVPD" smiles=c1c[nH]cn1.O.O gap_ev=9.878 e_lumo_ev=0.8 e_tot_ha=-379.09181
H -1.740 0.399 2.662 0.2 0.7 -0.1 0.221
N -0.727 -0.265 -0.403 -0.5 -0.6 -0.9 -0.522
C -1.242 0.187 1.732 -0.2 -1.1 0.0 -0.116
O 0.355 2.088 -1.893 0.3 0.3 0.3 -0.953
H 1.693 -0.683 -1.031 -0.2 -0.4 0.3 0.465
H 2.985 -0.017 -0.828 0.1 -0.5 0.5 0.469
N -0.646 -1.062 1.640 0.3 -0.8 -1.3 -0.523
C -0.405 -1.306 0.320 0.0 0.9 0.6 0.178
H -0.076 -2.254 -0.070 0.4 0.1 0.2 0.203
H 0.204 2.083 -2.838 0.0 -0.2 -0.1 0.468
C -1.332 0.624 0.435 0.2 0.3 1.0 -0.080
H -0.235 -1.693 2.306 -0.5 0.3 0.6 0.421
H -1.814 1.515 0.078 0.2 0.1 -0.1 0.223
O 2.492 -0.792 -0.497 0.2 0.9 -0.8 -0.936
H 0.490 1.174 -1.613 -0.4 0.0 -0.1 0.480


15
Properties=species:S:1:pos:R:3:forces:R:3:nbo_charge:R:1 method="wB97M-V/def2-TZVPD" smiles="NC(=O)[C@@H](N)CO" gap_ev=10.317 e_lumo_ev=0.5 e_tot_ha=-379.08899
H 2.544 1.138 0.570 -0.1 0.0 0.1 0.392
O -2.585 -0.264 0.036 1.1 1.3 0.7 -0.722
H -1.195 -1.633 -0.109 0.6 0.0 -0.6 0.193
H -0.035 -0.298 1.527 -0.4 0.4 0.0 0.210
H 3.082 -0.175 -0.435 0.5 0.4 0.3 0.403
O 1.164 -1.137 -1.043 0.2 -0.1 0.2 -0.595
N 2.420 0.199 0.233 -0.3 -0.4 -0.4 -0.832
C -1.227 -0.557 -0.298 -0.7 -1.9 0.6 -0.075
H -0.561 1.910 -0.327 -0.4 0.2 0.2 0.361
N -0.703 1.540 0.616 2.2 -0.5 -0.3 -0.822
H -0.086 2.102 1.197 -0.2 0.1 0.2 0.362
H -2.437 0.539 0.575 -0.9 -0.1 -0.3 0.478
H -1.007 -0.322 -1.326 -0.2 -0.1 -0.6 0.170
C 1.205 -0.293 -0.174 -1.0 1.1 0.0 0.662
C -0.149 0.146 0.529 -0.5 -0.4 -0.2 -0.184


15
Properties=species:S:1:pos:R:3:forces:R:3:nbo_charge:R:1 method="wB97M-V/def2-TZVPD" gap_ev="7.967 / 7.968" e_lumo_ev="0.2 / 0.2" e_tot_ha=-378.90175
C 0.507 -1.474 0.313 2.4 -1.9 -4.9 -0.091
H 1.507 -0.524 -1.459 -0.2 -0.1 -0.1 0.199
H -0.854 -0.499 -1.904 -1.3 1.5 4.6 0.558
C 1.329 -0.341 -0.407 0.0 -0.8 3.5 -0.243
O -1.516 0.490 -1.121 0.0 -1.7 -1.4 -0.686
H -1.152 1.627 1.761 0.0 0.1 -0.7 0.385
O -0.600 -1.605 -0.568 -0.7 0.6 1.8 -0.845
H 2.258 -0.248 0.180 0.1 0.3 -0.7 0.186
N 0.500 0.780 -0.065 0.5 0.0 0.6 -0.606
H 0.976 1.518 0.472 -1.0 -0.7 -0.2 0.405
H -2.367 1.688 0.607 0.4 0.6 0.3 0.397
H 0.549 -1.420 1.431 -1.0 0.4 -0.8 0.162
H 1.086 -2.343 0.000 0.6 -0.7 1.0 0.154
C -0.875 0.645 0.006 2.6 3.9 -4.8 0.811
N -1.348 1.707 0.753 -2.4 -1.5 1.7 -0.785


15
Properties=species:S:1:pos:R:3:forces:R:3:nbo_charge:R:1 method="wB97M-V/def2-TZVPD" smiles=c1c[nH]cn1.O.O gap_ev=9.854 e_lumo_ev=0.8 e_tot_ha=-379.07735
O -2.292 1.368 1.178 -0.7 0.2 -0.1 -0.955
C 0.958 0.178 -1.906 0.5 -1.5 1.1 -0.116
H 1.043 -0.239 2.203 0.0 -0.3 -0.7 0.477
H 1.670 0.231 -2.713 -0.3 0.8 -0.2 0.221
N -0.345 -0.219 -2.054 0.6 0.3 0.8 -0.521
C 1.309 -0.266 -0.634 0.8 -0.6 -2.2 -0.103
H -1.779 -0.996 -0.750 0.1 -0.6 0.4 0.209
N 0.313 -1.016 -0.095 -1.0 1.5 1.6 -0.479
H -0.776 -0.332 -2.945 -0.6 0.3 -0.2 0.419
O 0.794 0.164 3.029 -0.1 0.4 0.3 -0.944
H -1.713 0.611 1.279 0.5 0.2 0.1 0.482
H -1.783 2.148 0.933 0.3 -0.4 0.1 0.475
H 2.345 -0.301 -0.332 -0.2 0.1 0.5 0.206
H 0.980 -0.508 3.683 0.0 -0.2 0.3 0.466
C -0.723 -0.824 -0.874 0.2 -0.2 -1.7 0.165


15
Properties=species:S:1:pos:R:3:forces:R:3:nbo_charge:R:1 method="wB97M-V/def2-TZVPD" gap_ev=10.081 e_lumo_ev=0.6 e_tot_ha=-379.07619
N 0.748 0.583 -0.635 0.0 -0.1 0.7 -0.630
C 1.029 -0.136 -1.782 0.2 0.0 -0.5 0.550
C -0.398 1.397 1.355 0.0 -0.1 0.0 -0.688
O 0.313 -0.921 -2.332 0.1 0.1 0.0 -0.513
H 1.515 1.111 -0.245 -0.1 0.0 -0.2 0.403
N -1.330 -0.312 -0.176 0.2 0.5 0.4 -0.715
H 2.020 0.155 -2.179 0.0 -0.1 0.1 0.108
C -0.369 0.472 0.168 -1.1 0.4 -0.6 0.532
O 0.107 -2.276 0.459 -1.8 1.6 -0.5 -1.075
H -1.363 1.897 1.424 0.0 -0.1 0.0 0.241
H -2.121 -0.287 0.459 0.1 0.3 0.1 0.366
H 0.444 -3.032 -0.026 -0.4 0.2 -0.4 0.464
H 0.372 2.162 1.311 0.1 0.1 0.0 0.217
H -0.243 0.801 2.253 0.0 0.0 0.1 0.254
H -0.722 -1.614 -0.055 2.7 -2.4 0.8 0.486


15
Properties=species:S:1:pos:R:3:forces:R:3:nbo_charge:R:1 method="wB97M-V/def2-TZVPD" smiles="CCN(O)C(N)=O" gap_ev=10.244 e_lumo_ev=0.5 e_tot_ha=-378.94573
N 0.281 0.336 -0.040 -2.4 2.7 -0.4 -0.183
H 2.505 0.712 -0.504 0.6 3.6 -2.4 0.349
O 0.679 1.707 -0.175 3.2 -0.4 3.1 -0.554
H 1.316 1.875 0.681 -2.2 -0.3 -2.9 0.473
H -3.197 -0.257 0.113 3.0 -1.6 -1.7 0.201
C 1.189 -0.587 0.054 5.5 -2.5 0.0 0.737
H -2.076 -0.708 -1.411 0.4 -0.1 -0.1 0.228
O 1.160 -1.804 0.159 -2.4 0.2 0.3 -0.642
H -1.372 1.374 -0.166 -0.2 -1.4 2.2 0.239
N 2.569 -0.088 -0.016 -0.1 -5.8 -0.7 -0.847
C -2.074 -0.721 -0.334 -2.2 0.5 7.0 -0.618
H -1.987 -1.784 0.313 -0.1 2.7 -2.5 0.244
C -1.104 0.411 0.432 -0.2 -0.7 -2.6 -0.248
H 3.039 -0.915 -0.682 -1.3 3.1 2.6 0.397
H -0.928 0.449 1.576 -1.7 -0.1 -1.8 0.222


15
Properties=species:S:1:pos:R:3:forces:R:3:nbo_charge:R:1 method="wB97M-V/def2-TZVPD" smiles=c1c[nH]cn1.O.O gap_ev=9.624 e_lumo_ev=0.8 e_tot_ha=-379.08124
N 1.569 -1.391 -0.184 -1.3 1.7 0.4 -0.459
H -4.331 0.809 -0.771 0.6 0.0 0.7 0.463
N 1.857 0.747 0.321 1.1 1.2 -0.7 -0.524
H -1.923 -0.306 2.808 0.0 0.0 -0.4 0.472
C 1.258 -0.404 0.669 1.1 -2.1 -0.3 0.152
C 2.539 0.541 -0.873 -0.8 -0.7 -0.4 -0.135
H 2.209 1.504 0.892 -0.9 -0.1 0.4 0.420
O -3.883 0.026 -1.126 -1.3 0.6 -0.9 -0.924
H 0.669 -0.591 1.549 0.1 0.4 0.2 0.208
H 2.530 -1.389 -2.030 0.2 0.6 0.0 0.210
C 2.261 -0.757 -1.188 0.6 -1.1 0.0 -0.095
H -4.458 -0.036 -1.919 0.8 -0.6 0.3 0.461
H -1.581 -0.326 1.275 -0.3 0.2 0.6 0.482
O -1.707 0.254 2.049 0.1 -0.2 -0.2 -0.952
H 2.991 1.321 -1.473 0.0 0.0 0.4 0.221


15
Properties=species:S:1:pos:R:3:forces:R:3:nbo_charge:R:1 method="wB97M-V/def2-TZVPD" smiles="O=C1NCCO1.N" gap_ev=10.627 e_lumo_ev=0.9 e_tot_ha=-379.13274
H 2.073 -1.169 -0.401 -0.1 0.1 0.1 0.201
C 1.126 -1.146 1.579 0.3 -0.1 0.0 -0.077
H -2.086 1.039 -1.302 0.1 0.1 -0.1 0.398
H -1.755 1.721 -2.768 0.0 0.0 0.1 0.366
C 1.453 -0.510 0.215 0.2 0.0 0.0 -0.240
H 1.710 -0.725 2.400 -0.1 -0.1 -0.1 0.194
H -1.319 2.469 -1.383 0.0 -0.1 -0.1 0.365
C -0.822 -0.406 0.657 -0.3 0.1 -0.1 0.881
H 1.972 0.452 0.323 -0.1 -0.1 0.0 0.184
H 1.255 -2.233 1.564 0.0 0.1 0.0 0.182
H -0.098 0.271 -1.110 0.1 -0.2 0.2 0.449
O -1.995 -0.118 0.579 0.4 -0.1 0.1 -0.642
N 0.124 -0.355 -0.328 -0.2 0.1 0.0 -0.666
N -1.390 1.562 -1.834 -0.2 0.2 -0.1 -1.103
O -0.251 -0.852 1.810 -0.1 0.1 0.0 -0.493